{
  "formula": "C10H23BF7NO5V",
  "method": "wB97M-V/def2-TZVPD",
  "species": ["V", "C", "O", "O", "C", "F", "F", "F", "C", "C", "H", "H", "H", "H", "H", "H", "B", "F", "F", "F", "F", "C", "C", "O", "O", "H", "H", "H", "H", "H", "H", "C", "C", "C", "O", "C", "N", "H", "H", "H", "H", "H", "H", "H", "H", "H", "H", "H"],
  "coordinates": [[-1.261, 0.364, 0.528], [0.351, -0.841, -2.154], [1.401, -1.283, -1.271], [-0.652, -0.326, -1.465], [0.956, 0.124, -3.210], [0.110, 1.150, -3.494], [2.127, 0.700, -2.779], [1.240, -0.484, -4.394], [2.374, -2.102, -1.899], [3.353, -2.629, -0.861], [4.194, -3.073, -1.391], [3.703, -1.816, -0.224], [2.835, -3.397, -0.287], [2.881, -1.552, -2.695], [1.941, -2.989, -2.380], [0.005, -1.704, -2.756], [-2.392, 1.979, 2.633], [-1.507, 2.785, 3.346], [-3.659, 2.010, 3.202], [-2.435, 2.459, 1.298], [-1.916, 0.647, 2.538], [-4.130, -0.429, -0.327], [-3.281, -1.670, -0.200], [-2.328, -1.603, 0.871], [-3.265, 0.729, -0.398], [-4.855, -0.240, 0.473], [-4.724, -0.466, -1.246], [-2.771, -1.800, -1.156], [-3.967, -2.506, -0.037], [-2.044, -2.503, 1.046], [-3.851, 1.484, -0.515], [2.549, 0.190, 2.571], [1.204, 0.531, 1.902], [1.408, 1.578, 0.838], [0.102, 2.007, 0.379], [0.228, 3.065, -0.534], [0.508, -0.690, 1.428], [3.322, -0.183, 1.890], [2.452, -0.704, 3.199], [2.883, 1.036, 3.167], [0.549, 0.875, 2.706], [2.018, 1.187, 0.015], [1.968, 2.442, 1.198], [0.847, 3.892, -0.176], [-0.777, 3.414, -0.773], [0.658, 2.824, -1.517], [0.564, -1.346, 2.203], [1.082, -1.138, 0.708]],
  "mulliken_spin": [2.910, 0.006, 0.006, 0.023, -0.005, 0.000, 0.000, 0.000, 0.000, 0.000, 0.000, 0.000, 0.000, 0.000, 0.000, 0.005, 0.014, 0.000, 0.001, 0.008, -0.002, 0.002, 0.009, -0.004, 0.014, -0.003, -0.001, -0.002, 0.002, 0.003, 0.007, 0.004, -0.001, 0.005, -0.022, 0.026, 0.002, 0.000, 0.000, 0.000, 0.001, -0.010, 0.004, 0.003, -0.007, -0.001, 0.008, -0.003],
  "max_force_ha_per_bohr": 0.0418,
  "de_lowest_kcal_mol": 0.6,
  "homo_energy_ev": [-7.53, -8.93],
  "multiplicity": 4
}

{
  "formula": "C20H18F3O3Zr",
  "method": "wB97M-V/def2-TZVPD",
  "species": ["C", "C", "C", "H", "C", "C", "H", "H", "H", "H", "C", "C", "C", "H", "C", "C", "H", "H", "H", "H", "Zr", "O", "C", "C", "H", "H", "H", "H", "C", "C", "C", "H", "C", "H", "C", "H", "C", "H", "F", "C", "F", "F", "C", "O", "O"],
  "coordinates": [[0.756, -2.387, 0.975], [-0.482, -2.722, 0.330], [-0.378, -2.336, -1.050], [-1.325, -3.251, 0.783], [0.927, -1.755, -1.251], [1.613, -1.766, 0.028], [2.659, -1.487, 0.151], [1.042, -2.685, 1.973], [-1.100, -2.636, -1.809], [1.424, -1.541, -2.202], [-0.842, 2.062, -0.697], [-0.450, 2.179, 0.676], [0.943, 1.811, 0.766], [-1.055, 2.609, 1.472], [1.406, 1.468, -0.536], [0.342, 1.781, -1.438], [0.536, 1.995, -2.498], [-1.824, 2.286, -1.083], [1.564, 1.956, 1.647], [2.428, 1.220, -0.822], [-0.336, -0.177, 0.021], [-1.038, 0.209, -2.354], [-2.001, -0.505, -3.141], [-0.618, -0.718, -3.680], [-2.459, -1.276, -2.519], [-2.657, 0.083, -3.787], [-0.092, -1.602, -3.375], [1.237, -1.709, -5.609], [0.737, -0.769, -5.872], [-0.091, -0.090, -4.889], [-0.467, 1.220, -5.218], [-0.928, 1.821, -4.430], [-0.263, 1.765, -6.479], [-0.656, 2.750, -6.684], [0.370, 1.020, -7.475], [0.427, 1.430, -8.500], [0.925, -0.234, -7.151], [1.452, -0.798, -7.942], [-1.623, 1.100, 4.350], [-1.692, -0.202, 3.981], [-0.890, -0.927, 4.793], [-2.966, -0.616, 4.148], [-1.196, -0.333, 2.509], [0.045, -0.197, 2.268], [-1.994, -0.488, 1.522]],
  "lowdin_charge": [-0.109, -0.109, -0.205, 0.135, -0.213, -0.137, 0.129, 0.131, 0.114, 0.123, -0.177, -0.144, -0.148, 0.136, -0.157, -0.157, 0.130, 0.128, 0.134, 0.129, 1.819, -0.277, -0.096, -0.056, 0.111, 0.136, 0.094, 0.115, -0.008, -0.177, -0.045, 0.115, -0.063, 0.110, -0.059, 0.121, -0.066, 0.120, 0.159, -0.491, 0.162, 0.166, -0.469, -0.087, -0.068],
  "max_force_ha_per_bohr": 0.0517,
  "de_lowest_kcal_mol": 2.5,
  "homo_energy_ev": -12.04,
  "total_charge": 1,
  "multiplicity": 1
}